ORCA calculation (wB97M-V/def2-TZVPD) on a 2-piece molecular cluster, C6H15N2 overall.

Structure (XYZ):
```
23
Properties=species:S:1:pos:R:3:forces:R:3
C 1.590 3.047 0.818 0.04 -0.17 -0.43
C 0.623 1.950 1.151 -0.14 -0.18 -0.37
C -0.649 1.943 0.745 0.20 0.13 -0.21
N -1.621 0.945 0.996 0.72 -0.62 0.11
H 1.150 3.755 0.114 -0.04 0.05 0.11
H 1.936 3.594 1.693 -0.07 -0.04 0.09
H 2.470 2.622 0.329 0.07 0.09 0.08
H 1.049 1.094 1.672 -0.23 0.10 0.46
H -0.992 2.719 0.071 -0.06 0.18 0.17
H -2.555 1.223 0.768 -0.32 0.12 -0.07
H -1.591 0.579 1.936 -0.13 0.18 0.22
C -1.032 -1.816 -1.931 -0.28 -0.35 0.18
C -0.051 -2.204 -0.880 0.18 0.06 -0.08
C 0.583 -3.339 -0.647 0.25 0.44 0.26
N 0.254 -1.067 0.032 -0.24 0.17 -0.29
H -1.278 -2.685 -2.536 -0.01 0.04 -0.04
H -1.951 -1.446 -1.468 -0.02 0.03 -0.10
H -0.644 -1.037 -2.589 0.09 0.01 0.05
H 1.369 -3.332 0.101 -0.16 -0.30 0.14
H 0.415 -4.270 -1.164 -0.10 0.14 -0.27
H -0.628 -0.657 0.426 0.08 0.19 -0.16
H 0.701 -0.270 -0.441 -0.04 -0.12 0.01
H 0.849 -1.346 0.802 0.20 -0.13 0.16
```
Forces are in eV/Å.

Calculated values
energy relative to the best compared isomer or geometry (same formula, charge and spin)	39.0	kcal/mol
orbital gap	9.32	eV
charge	+1
max |F|	0.96	eV/Å

ORCA calculation (wB97M-V/def2-TZVPD) on C42H56As3BF2N6O8Ti as an isolated structure in a non-equilibrium geometry.

Structure (XYZ):
```
119
Properties=species:S:1:pos:R:3:forces:R:3
Ti 0.381 0.305 0.222 -1.39 -0.15 -0.33
C 5.526 1.702 -0.701 -0.65 -2.29 0.32
N 4.422 0.789 -1.222 0.35 1.46 -1.31
C 3.958 1.042 -2.592 0.40 -1.22 -1.21
C 3.392 0.438 -0.406 1.52 -0.58 -0.39
N 2.213 0.073 -0.756 0.43 0.18 -1.20
N 3.881 0.272 0.880 -2.49 -0.30 2.65
C 3.013 0.302 1.994 -0.10 1.32 0.08
N 3.637 0.494 3.226 0.21 -0.61 -1.04
N 1.728 0.301 1.886 -0.07 -0.59 1.86
H 6.275 1.065 -0.155 -0.40 0.66 -0.71
H 5.132 2.438 -0.030 -0.42 0.54 0.30
H 5.964 2.196 -1.540 0.38 0.11 -0.45
H 4.743 1.323 -3.326 -0.12 -0.14 0.96
H 3.171 1.768 -2.652 -0.42 0.75 0.26
H 3.519 0.101 -3.015 0.51 0.53 0.36
H 2.044 0.105 -1.796 0.26 0.17 1.66
H 4.753 0.678 1.127 0.58 0.23 -0.45
H 4.626 0.626 3.165 0.40 0.00 0.22
H 3.213 1.085 3.926 -0.38 -0.12 -0.29
H 1.277 0.288 2.850 0.56 0.21 -1.68
F -1.171 0.481 3.280 0.04 0.00 -0.10
B -1.419 0.301 1.962 -0.57 -0.24 -0.30
F -2.759 0.153 1.710 0.93 0.26 0.28
C 2.196 4.307 2.399 0.74 0.04 -0.74
O 1.341 3.384 1.797 -0.13 -1.39 -1.66
C 1.566 2.947 0.452 0.68 0.80 -0.25
O 2.699 2.930 -0.029 -0.02 0.25 0.87
C 0.360 2.592 -0.231 0.51 -0.39 1.41
C 0.223 2.637 -1.675 -0.53 -1.56 -1.58
As 0.413 4.328 -2.567 -0.87 0.86 -0.03
C -1.096 4.571 -3.882 -0.06 -0.46 -1.15
C -0.571 5.518 -1.239 -0.03 -0.71 0.76
C -0.988 5.185 -0.001 1.14 1.16 -0.76
As -1.067 3.361 0.751 -1.89 0.06 0.13
C -2.580 2.874 -0.442 -0.15 -1.20 -0.58
C -1.538 6.226 0.929 1.15 0.16 -0.86
O -2.594 6.000 1.430 -0.74 0.91 1.16
O -0.723 7.359 1.140 -1.44 -0.70 0.25
C -1.249 8.295 2.138 0.13 -0.72 -0.57
C -0.676 6.941 -1.683 1.84 -1.62 -0.06
O 0.300 7.486 -2.158 -0.95 0.58 -0.04
O -1.889 7.443 -1.514 -0.03 0.72 0.03
C -1.944 8.812 -1.926 -0.60 0.77 2.85
C -0.266 1.489 -2.290 0.59 2.52 0.35
O -0.443 0.367 -1.666 0.32 -0.20 0.71
O -0.629 1.592 -3.603 0.00 -1.04 0.14
C -1.213 0.401 -4.190 3.16 0.98 -0.59
H 3.219 4.278 1.960 -0.57 -0.03 0.43
H 2.159 4.063 3.443 0.44 0.01 0.66
H 1.766 5.289 2.268 0.07 0.56 -0.07
H -1.004 3.937 -4.814 -0.04 0.42 1.28
H -0.960 5.584 -4.248 0.27 0.35 0.02
H -2.135 4.566 -3.520 0.43 -0.50 0.21
H -2.487 3.124 -1.542 0.06 0.05 1.38
H -3.412 3.406 0.047 0.00 -0.40 -0.51
H -2.720 1.739 -0.393 -0.02 1.55 0.17
H -0.566 9.140 2.233 0.02 -0.20 -0.38
H -1.273 7.764 3.067 -0.09 -0.19 0.71
H -2.266 8.625 1.922 0.14 -0.04 -0.29
H -1.149 9.414 -1.436 -0.28 -0.51 -0.55
H -2.905 9.231 -1.582 0.27 -0.45 -0.22
H -1.890 8.808 -2.951 0.31 0.50 -2.41
H -0.417 -0.112 -4.814 -1.02 0.61 0.37
H -2.004 0.798 -4.748 -1.30 -0.03 -1.07
H -1.469 -0.250 -3.423 -0.94 -1.20 1.16
C -6.897 -3.552 0.578 -0.54 0.87 -0.76
C -5.406 -3.436 0.752 0.22 1.19 1.86
C -4.749 -3.756 1.977 -3.41 -0.76 -0.36
C -3.447 -3.528 2.198 2.53 0.66 -0.55
C -2.756 -4.045 3.401 0.65 -1.30 0.64
C -2.666 -2.852 1.215 -1.04 0.08 -1.29
As -0.703 -2.716 1.525 -0.14 1.96 -1.46
N 0.181 -1.769 0.127 -1.06 -1.61 1.46
C 1.027 -2.544 -0.685 1.64 -0.21 0.14
C 0.739 -2.656 -2.040 0.83 -0.73 0.65
C 1.644 -3.290 -2.893 0.48 0.53 -1.73
C 2.887 -3.783 -2.414 -0.65 0.30 -0.34
C 3.142 -3.726 -1.047 -0.76 0.12 0.50
C 2.263 -3.074 -0.200 -2.26 -0.03 -4.19
C 0.148 -4.435 1.355 -1.55 1.04 -0.10
C 1.132 -4.577 2.282 2.01 -1.28 1.40
C 1.486 -3.589 3.440 -0.82 -2.19 -0.26
C 1.922 -5.737 2.148 -1.06 0.28 -0.83
C 1.712 -6.702 1.165 -0.23 -0.38 0.89
C 2.704 -7.894 1.156 0.29 2.26 -0.62
C 0.612 -6.513 0.322 0.32 -1.43 -1.18
C -0.154 -5.361 0.358 0.75 -0.43 1.11
C -1.269 -5.156 -0.564 -1.29 0.23 -1.54
C -3.338 -2.380 0.046 0.75 0.63 1.05
C -2.760 -1.447 -0.979 0.26 -0.60 0.60
C -4.672 -2.700 -0.149 -0.63 -0.82 -0.32
H -7.557 -3.002 1.301 1.05 -0.05 -0.49
H -7.222 -4.555 0.689 -0.26 -1.18 -0.08
H -7.167 -3.209 -0.461 0.12 -0.35 1.05
H -5.380 -4.184 2.791 0.68 0.13 -0.67
H -3.226 -4.918 3.865 -0.64 0.52 0.17
H -2.441 -3.333 4.152 -0.34 0.43 0.19
H -1.838 -4.536 3.105 0.59 0.03 -0.35
H -0.167 -2.190 -2.336 -0.60 0.15 -0.75
H 1.375 -3.238 -4.019 0.77 -0.38 1.97
H 3.720 -4.095 -3.046 -0.68 -0.28 -0.20
H 3.957 -4.233 -0.549 0.54 0.22 -0.45
H 2.513 -2.864 0.738 0.98 0.48 3.94
H 0.784 -3.745 4.327 1.00 0.46 -1.17
H 1.463 -2.608 3.043 -0.24 1.23 0.06
H 2.522 -3.796 3.704 -0.10 -0.05 0.37
H 2.704 -5.941 2.809 1.18 0.04 1.15
H 3.106 -8.110 2.171 -0.48 -0.19 -0.89
H 3.513 -7.498 0.523 0.42 0.07 0.56
H 2.446 -8.707 0.516 -0.89 -1.04 0.30
H 0.359 -7.307 -0.436 0.31 0.90 0.75
H -1.009 -5.540 -1.556 0.16 0.15 0.01
H -1.509 -4.068 -0.696 -0.05 -1.26 0.15
H -2.167 -5.771 -0.306 0.45 0.85 0.19
H -3.108 -0.417 -0.908 0.45 0.13 0.82
H -3.224 -1.711 -1.893 0.03 -0.65 -1.41
H -1.676 -1.554 -0.979 -0.33 0.52 -0.40
H -5.195 -2.422 -1.069 0.41 0.26 0.19
```
Forces are in eV/Å.

Calculated values
orbital gap (spin up / spin down)	6.08 / 3.97	eV
spin multiplicity	3
charge	0
max |F|	4.76	eV/Å

ORCA calculation (wB97M-V/def2-TZVPD) on a single C4H5N3 molecule in a non-equilibrium geometry.

Structure (XYZ):
```
12
Properties=species:S:1:pos:R:3:forces:R:3
C -1.208 -1.115 -0.215 6.98 3.18 1.05
N -1.884 -0.147 0.061 -3.33 3.79 0.67
N -1.357 1.216 0.214 0.60 0.75 -1.19
C -0.222 1.523 -0.356 -0.72 -0.67 1.41
N 0.656 0.527 -0.783 2.26 -2.04 1.03
C 1.225 -0.153 0.620 -2.09 2.31 -0.43
C 0.327 -0.905 -0.306 0.04 0.39 -2.13
H -1.402 -2.058 -0.054 -2.35 -4.88 -0.02
H 0.275 2.602 -0.326 -1.67 -2.29 -0.15
H 0.481 0.388 1.337 2.45 -1.22 -0.29
H 2.376 -0.152 0.757 -2.42 -0.42 -0.37
H 0.732 -1.727 -0.948 0.24 1.12 0.42
```
Forces are in eV/Å.

Calculated values
energy relative to the best compared isomer or geometry (same formula, charge and spin)	135.3	kcal/mol
orbital gap	9.23	eV
structure (SMILES)	C1=NN=CN2C[C@@H]12
charge	0
max |F|	7.74	eV/Å

ORCA calculation (wB97M-V/def2-TZVPD) on a single C19H24N2O5 molecule in a non-equilibrium geometry.

Structure (XYZ):
```
50
Properties=species:S:1:pos:R:3:forces:R:3
C -3.738 3.198 -0.913 0.28 -0.35 0.09
C -3.125 1.835 -0.636 -0.41 0.10 -0.07
O -1.733 2.016 -0.489 0.38 -0.05 0.04
C -0.946 0.917 -0.237 0.22 0.01 0.09
C -1.404 -0.379 -0.103 0.10 0.22 0.01
C -0.545 -1.448 0.160 0.40 0.29 -0.07
N -1.128 -2.718 0.236 -0.06 -0.27 0.08
C -2.089 -2.968 1.293 -0.24 -0.28 -0.01
C -3.022 -4.095 0.845 -0.05 0.30 0.23
O -2.299 -5.263 0.540 -0.01 -0.12 0.12
C -1.341 -5.009 -0.463 0.36 0.12 -0.14
C -0.358 -3.911 -0.042 -0.26 -0.44 -0.22
C 0.832 -1.187 0.289 -0.46 0.00 0.00
O 1.654 -2.236 0.595 -0.20 0.01 0.02
C 3.050 -2.018 0.653 0.34 -0.06 0.05
C 3.708 -3.359 0.938 -0.30 0.35 -0.08
C 1.296 0.112 0.130 0.13 0.03 0.00
C 0.431 1.165 -0.124 -0.15 -0.38 0.03
N 0.858 2.484 -0.274 -0.40 0.29 -0.09
C 2.116 2.991 -0.207 -0.29 -0.10 -0.02
O 3.131 2.352 0.008 0.01 0.12 -0.02
C 2.153 4.448 -0.426 1.20 0.51 0.06
C 3.229 5.299 -0.431 -0.59 -0.74 0.04
C 2.712 6.587 -0.686 -0.58 0.07 -0.08
C 1.365 6.430 -0.818 0.55 0.61 -0.03
O 1.015 5.146 -0.663 -0.29 -0.38 0.02
H -3.530 3.875 -0.089 -0.02 0.08 0.07
H -4.814 3.103 -1.032 -0.12 0.02 -0.02
H -3.315 3.618 -1.822 0.00 0.06 -0.10
H -3.549 1.408 0.284 0.08 -0.02 -0.11
H -3.331 1.149 -1.469 0.05 0.02 0.13
H -2.453 -0.602 -0.216 -0.10 -0.02 -0.08
H -2.662 -2.065 1.500 -0.01 -0.03 0.01
H -1.575 -3.280 2.218 -0.06 0.06 0.00
H -3.718 -4.365 1.641 0.01 0.07 -0.05
H -3.588 -3.765 -0.041 0.03 0.01 0.08
H -0.818 -5.952 -0.629 0.01 0.06 -0.04
H -1.848 -4.703 -1.391 0.07 -0.03 0.05
H 0.336 -3.712 -0.856 0.02 -0.06 0.03
H 0.207 -4.252 0.838 0.01 0.01 -0.11
H 3.410 -1.611 -0.301 -0.06 0.03 0.11
H 3.290 -1.301 1.450 -0.04 -0.01 -0.13
H 3.472 -4.067 0.147 0.02 -0.09 -0.07
H 3.344 -3.760 1.880 0.00 -0.06 0.10
H 4.786 -3.236 0.996 0.12 -0.01 0.01
H 2.342 0.343 0.224 0.05 -0.02 0.01
H 0.101 3.131 -0.459 0.18 0.02 0.02
H 4.249 5.020 -0.271 0.19 -0.14 0.04
H 3.263 7.502 -0.762 0.04 0.22 -0.03
H 0.578 7.132 -1.015 -0.17 0.00 -0.02
```
Forces are in eV/Å.

Calculated values
energy relative to the best compared isomer or geometry (same formula, charge and spin)	72.2	kcal/mol
orbital gap	7.90	eV
structure (SMILES)	CCOc1cc(N2CCOCC2)c(OCC)cc1NC(=O)c1ccco1
charge	0
max |F|	1.31	eV/Å

ORCA calculation (wB97M-V/def2-TZVPD) on a 3-piece molecular cluster, C33H29BClN4O10P2 overall in a non-equilibrium geometry.

Structure (XYZ):
```
80
Properties=species:S:1:pos:R:3:forces:R:3
C -0.138 2.451 -4.835 -0.31 -0.21 -1.10
C 0.998 2.035 -5.909 -0.44 1.82 0.79
O 1.204 0.604 -5.857 -0.12 -0.45 -1.18
C 0.661 -0.051 -7.017 1.28 1.74 -0.23
N -0.782 0.272 -7.087 -0.23 -0.39 -0.72
C -1.804 -0.318 -6.476 -2.41 -0.01 0.26
N -3.159 0.186 -6.665 1.21 -5.11 3.69
C -3.866 -0.770 -5.846 3.47 0.43 -0.32
P -5.736 -0.471 -5.780 -1.45 1.44 0.55
O -5.989 0.318 -4.275 0.71 -0.90 -2.17
Cl -6.810 -2.266 -5.634 1.24 0.74 0.38
N -3.019 -1.753 -5.250 -2.81 2.39 -1.08
B -3.549 -2.867 -4.402 -0.90 -3.05 2.20
O -4.435 -2.586 -3.331 1.35 -0.06 -2.20
O -3.245 -4.259 -4.646 0.22 2.66 0.28
N -1.726 -1.463 -5.626 1.17 3.43 -3.10
P -0.457 -2.551 -5.032 -0.34 -3.87 3.61
O 0.709 -1.772 -4.077 -0.41 -0.78 -2.95
O 0.241 -3.506 -6.259 -0.59 2.47 0.16
H -1.025 2.922 -5.384 1.18 -0.52 0.83
H -0.513 1.476 -4.393 0.52 1.31 -0.12
H 0.236 3.189 -4.057 -0.44 -1.15 -0.94
H 1.938 2.626 -5.629 -1.01 -1.41 -0.46
H 0.705 2.403 -6.956 0.44 -0.70 1.34
H 1.165 0.453 -7.917 -1.06 -0.88 0.93
H 0.921 -1.149 -7.093 -0.55 1.18 0.66
H -1.035 1.077 -7.681 0.03 -0.77 0.64
H -6.243 1.231 -4.548 0.09 -0.71 0.37
H -4.933 -3.391 -3.083 0.39 0.57 -0.14
H -2.935 -4.679 -3.820 -0.35 0.11 -0.55
H 1.560 -2.271 -4.159 -0.49 0.63 0.07
H -0.493 -3.828 -6.837 0.65 0.12 0.53
C 0.042 0.190 -1.125 0.16 0.04 0.10
C 0.116 -0.643 -0.012 0.13 0.09 0.03
C 1.093 -0.430 0.953 -0.17 -0.13 -0.08
C 2.007 0.612 0.800 -0.30 -0.14 -0.26
C 1.947 1.431 -0.327 -0.23 -0.20 -0.01
C 0.955 1.223 -1.283 -0.17 -0.12 -0.09
C 2.942 2.510 -0.528 0.02 0.55 -0.66
O 2.887 3.227 -1.513 -0.02 -0.18 0.16
C 4.009 2.697 0.482 0.27 0.09 0.15
C 4.986 3.671 0.280 0.19 0.09 0.11
C 5.984 3.863 1.230 -0.17 -0.09 -0.06
C 6.003 3.089 2.388 -0.15 -0.08 -0.06
C 5.034 2.114 2.591 0.17 0.13 0.03
C 4.040 1.909 1.633 0.23 0.21 0.03
C 3.034 0.844 1.842 0.10 -0.47 0.74
O 3.051 0.163 2.852 0.00 0.15 -0.23
H -0.727 0.029 -1.874 0.05 0.02 0.06
H -0.590 -1.458 0.105 0.05 0.09 0.04
H 1.143 -1.078 1.822 0.07 0.19 -0.01
H 0.895 1.865 -2.156 0.16 0.01 0.16
H 4.975 4.279 -0.618 -0.15 -0.14 0.07
H 6.746 4.617 1.068 -0.08 -0.06 0.01
H 6.777 3.244 3.131 -0.07 -0.02 -0.06
H 5.057 1.511 3.492 -0.12 -0.03 -0.16
C 1.958 1.471 5.892 -0.14 -0.10 0.02
C 2.053 1.408 7.280 -0.14 -0.13 -0.03
C 1.182 0.601 8.002 0.17 0.14 -0.03
C 0.205 -0.138 7.338 0.22 0.22 -0.11
C 0.094 -0.056 5.949 0.23 0.18 0.06
C 0.981 0.742 5.227 0.11 0.17 0.04
C -0.971 -0.797 5.234 0.00 0.09 -0.81
O -1.066 -0.729 4.020 0.01 -0.06 0.20
C -1.924 -1.616 6.019 -0.27 -0.18 0.10
C -2.967 -2.274 5.367 -0.19 -0.16 0.07
C -3.858 -3.055 6.094 0.17 0.12 -0.02
C -3.706 -3.189 7.472 0.14 0.11 -0.01
C -2.672 -2.531 8.126 -0.19 -0.12 -0.05
C -1.784 -1.735 7.402 -0.28 -0.21 -0.10
C -0.707 -1.010 8.114 0.15 -0.05 0.93
O -0.576 -1.123 9.319 -0.06 0.01 -0.30
H 2.644 2.095 5.328 -0.06 -0.07 0.02
H 2.809 1.988 7.799 -0.07 -0.06 -0.03
H 1.264 0.552 9.082 -0.13 -0.12 -0.12
H 0.909 0.799 4.147 -0.10 -0.12 0.14
H -3.089 -2.176 4.294 0.16 0.08 0.12
H -4.672 -3.561 5.586 0.08 0.05 0.04
H -4.398 -3.804 8.037 0.07 0.06 -0.04
H -2.561 -2.635 9.199 0.12 0.13 -0.13
```
Forces are in eV/Å.

Calculated values
orbital gap	6.62	eV
charge	+1
max |F|	6.42	eV/Å

ORCA calculation (wB97M-V/def2-TZVPD) on a single C2H6N2O2 molecule in a non-equilibrium geometry.

Structure (XYZ):
```
12
Properties=species:S:1:pos:R:3:forces:R:3
C -1.065 0.468 -1.352 -0.03 0.20 -0.03
N -0.313 -0.478 -0.534 -0.14 1.24 0.25
O -1.226 -1.363 0.065 0.43 0.89 0.52
N 0.449 0.472 0.713 -3.34 -2.51 -4.32
C 1.331 -0.375 0.735 4.10 2.57 6.42
O 2.214 0.189 2.021 -0.25 -1.81 -2.33
H -1.814 1.017 -0.770 0.04 -0.02 0.00
H -1.568 -0.076 -2.159 0.13 -0.06 0.23
H -0.374 1.181 -1.805 0.03 -0.08 0.16
H -1.732 -0.802 0.682 -0.23 -0.31 -0.09
H 1.719 -1.366 0.530 -0.46 0.24 -0.61
H 2.379 1.133 1.873 -0.29 -0.35 -0.20
```
Forces are in eV/Å.

Calculated values
energy relative to the best compared isomer or geometry (same formula, charge and spin)	144.8	kcal/mol
orbital gap	10.66	eV
structure (SMILES)	CN(O)/N=C/O
charge	0
max |F|	8.04	eV/Å

no.,calculated total energy (Ha)
1,-346.85042
2,-10345.82600
3,-319.49661
4,-1224.08678
5,-3414.00201
6,-339.60186